Record 1
A structure of composition C42H48BCl2F6HfN3O5SbSe4 in a non-equilibrium geometry, computed with the ωB97M-V functional and the def2-TZVPD basis.

```
! wB97M-V def2-TZVPD RIJCOSX def2/J DEFGRID3
* xyz -2 2
Hf -0.5794 -0.9094 0.2094
Sb -1.0988 -1.2528 4.6038
Se -3.1666 0.0421 0.3739
Se -4.7424 -3.1818 0.9990
Se -5.3724 0.4914 0.1405
Se -2.9031 -2.0505 1.4545
Cl -1.9150 -3.9891 -3.9203
Cl -0.6539 -1.4947 -4.7477
F -0.1426 0.2775 5.1337
F 0.5203 -2.1667 4.3575
F -2.6998 -0.2913 4.6167
F -1.1977 -1.7229 6.4327
F -0.8407 -0.5860 2.7516
F -2.0536 -2.8163 4.2486
O 1.3751 -0.9755 -0.6694
O 0.9669 -1.6011 1.3589
O 2.8601 -2.2127 0.3908
O -2.6895 -2.3541 -1.5256
O -1.0678 -0.8535 -1.8945
N -0.7798 2.8622 0.0741
N 1.8095 -1.6398 0.3502
N 1.3860 2.1182 -0.0073
C 2.1787 -6.2792 -3.4428
C -2.2992 1.5737 -2.6907
C -1.9094 -1.7778 -2.2574
C 1.1807 -4.8851 -1.7064
C 4.8191 0.8684 0.8716
C 4.5444 0.7629 -1.4842
C 2.2310 -7.0100 -1.1620
C 2.7665 3.1262 -3.1012
C -1.2130 3.8336 -3.0109
C -2.9016 3.4444 -1.0708
C -0.5886 -4.5046 1.8645
C 2.5329 -7.2378 -2.5022
C -4.2008 3.9511 -1.0121
C -2.4449 3.0841 -2.4969
C -0.3056 -3.2526 -0.3393
C -2.1680 3.3022 0.1349
C -4.0394 4.2558 1.3330
C 2.6950 3.2788 2.6432
C -1.3723 2.6653 3.2192
C 1.3556 3.5135 -0.1591
C -2.7269 3.7799 1.3416
C 0.0995 3.9418 -0.1095
C 0.5177 -3.5854 -1.3605
C 3.5462 1.4311 1.0285
C -2.0292 3.9239 2.6927
C -4.7867 4.3350 0.1753
C -1.0599 5.1131 2.7187
C 1.1773 1.1813 -2.9526
C -0.8181 -4.3829 0.4883
C -2.2185 -6.3642 0.6147
C -1.9726 -6.4802 1.9783
C 2.6220 1.6369 -2.7498
C 1.5212 -5.1192 -3.0447
C -1.1469 -5.5493 2.5975
C -1.9532 -2.2130 -3.7550
C 2.3271 0.8717 3.1974
C 5.3130 0.5031 -0.3639
C -1.6428 -5.3343 -0.1208
C 2.7268 1.5765 -0.1145
C 3.2303 1.8563 2.4692
C 3.2672 1.3152 -1.3945
C 1.5689 -5.8512 -0.7681
B -0.0188 1.5632 0.1614
H -0.6976 5.2693 3.7415
H -1.4861 1.1799 -2.0935
H 0.7647 -2.8233 -2.0960
H 0.8894 1.3195 -4.0025
H 1.6552 3.3611 2.3283
H 6.2915 0.0414 -0.4564
H -1.3484 4.9183 -2.9132
H -0.3070 3.5582 -2.4795
H -3.2704 3.4038 -3.1350
H -2.0921 1.3352 -3.7437
H -0.2702 4.9518 -0.2009
H -2.0658 1.8344 3.1567
H -1.5570 6.0320 2.3830
H -5.8133 4.6933 0.1979
H 2.4197 -6.4309 -4.4902
H 1.3519 0.8262 2.7236
H -0.1961 4.9383 2.0774
H 2.1791 1.1815 4.2328
H 2.7436 3.5484 3.7049
H 3.0557 -8.1390 -2.8029
H 1.2459 -4.3743 -3.7860
H 5.4302 0.7199 1.7570
H -1.8348 -5.2463 -1.1841
H 2.0849 3.7358 -2.5055
H 0.0725 -3.8029 2.3548
H -2.4311 -7.2790 2.5559
H -2.8674 -7.0804 0.1169
H 0.4888 1.7550 -2.3337
H 2.5196 3.2814 -4.1588
H 3.2882 4.0065 2.0778
H 3.2222 1.0925 -3.4792
H -1.0641 3.6008 -4.0736
H 1.0507 0.1283 -2.7072
H 3.7902 3.4777 -2.9301
H 2.5183 -7.7378 -0.4101
H -4.4750 4.5822 2.2730
H -1.0921 2.7933 4.2658
H -2.8934 -1.8870 -4.1733
H 2.7548 -0.1350 3.2015
H -3.2179 1.0640 -2.3906
H 4.1969 1.8304 2.9730
H -2.8279 4.1662 3.3943
H 4.9394 0.5276 -2.4683
H -4.7696 4.0282 -1.9353
H 2.2623 4.0919 -0.2573
H -0.4777 2.4111 2.6570
H -0.9462 -5.6158 3.6614
H 1.3660 -5.6888 0.2811
*
```

The calculation puts the electronic energy at -13608.414944 hartree. As for the expectation value of S²: 0.76.

Record 2
The ion C24H46FN2O6 with charge +1, computed with the ωB97M-V functional and the def2-TZVPD basis.

```
! wB97M-V def2-TZVPD RIJCOSX def2/J DEFGRID3
* xyz 1 1
F 1.5696 -2.1977 -0.1876
O -3.0912 -1.3675 -0.3196
O 4.7218 0.2932 2.6704
O -0.2173 -1.0133 3.2308
O 5.2578 2.2181 1.6308
O -0.4089 5.2229 -1.4892
O -0.6078 -3.8087 -2.5689
N -1.8040 -4.5306 -0.2185
N -1.3018 -0.4780 0.8025
C -0.2421 3.8531 -1.2588
C -0.8122 -2.2482 -0.6707
C 4.4185 1.4854 2.0501
C 0.6313 1.8590 -2.5769
C 0.1959 -0.5727 0.8791
C -0.8572 -3.5315 0.2489
C 0.7783 0.8453 0.9646
C 0.4642 -1.3668 -0.4411
C -3.0151 -0.2652 2.6418
C 0.6200 -1.3438 2.1497
C 2.3155 0.9076 0.8501
C 2.9427 1.7425 1.9776
C 0.6792 -3.6870 -3.1638
C -0.2640 3.1016 -2.5882
C -2.9518 -4.7145 0.6664
C -1.8001 -1.3216 -0.0459
C 0.6506 -2.9956 -4.5266
C 0.3467 -0.2278 4.2745
C -0.0990 0.5987 -2.0907
C 0.8762 -0.5026 -1.6223
C -0.6100 5.9804 -0.3066
C 0.6666 6.1464 0.5289
C -2.1698 0.4312 1.5558
C -1.2068 -2.6201 -2.1168
H -1.2866 2.7794 -2.7945
H 0.1445 0.8373 4.1265
H 0.0527 3.7807 -3.3779
H 0.1565 -3.9209 0.3184
H -0.9742 6.9485 -0.6420
H 1.6698 -1.1297 2.3624
H 1.3866 -3.2087 -2.4797
H 1.5252 5.7769 -0.0327
H 1.5295 2.0318 -1.9782
H -2.8342 0.1911 3.6102
H 2.7878 2.8015 1.7704
H -3.6530 -1.3810 0.4694
H -1.5641 1.2181 1.9890
H 2.7407 -0.0975 0.8448
H -2.6850 -5.0408 1.6789
H -1.0450 3.4790 -0.6015
H 0.5576 -2.4154 1.9878
H 1.0186 -1.1791 -2.4614
H -2.7154 -1.3089 2.7362
H 0.7121 3.6567 -0.7455
H -0.8126 0.8725 -1.3117
H 0.3219 1.5299 0.2519
H 0.5087 1.2218 1.9533
H 2.5832 1.3836 -0.0924
H -1.1355 -3.2352 1.2666
H 1.3754 -3.4605 -5.1918
H -0.6854 0.2288 -2.9326
H 2.4761 1.5013 2.9333
H 1.8557 -0.0848 -1.4048
H -2.2809 -2.7954 -2.1189
H -2.8300 0.9112 0.8307
H -1.0173 -1.7951 -2.8041
H -3.6059 -5.4744 0.2400
H -1.3189 -5.4157 -0.2691
H 1.0310 -4.7108 -3.2851
H 5.1009 -0.3183 2.0259
H -4.0766 -0.2108 2.4039
H 0.8299 7.1903 0.7833
H 1.4200 -0.3997 4.3655
H -0.3385 -3.1259 -4.9674
H -1.3989 5.5078 0.2896
H -0.1258 -0.5300 5.2079
H 0.8696 -1.9278 -4.4730
H 0.6162 5.5633 1.4498
H -3.5441 -3.8013 0.7315
H 0.9819 1.6638 -3.5928
*
```

The calculation puts the electronic energy at -1602.610524 hartree. The SMILES is CCOCCCCC[C@]1(F)[C@](CNC)(COCC)C(O)=[N+](CC)[C@@]1(CCCC(=O)O)COC.